Density functional theory data (ωB97M-V/def2-TZVPD) for a molecular structure, C27H79O13V in a non-equilibrium geometry.

Summary:
Expectation value of S²: 6.0021
HOMO-LUMO gap (spin up / spin down) in hartree: 0.171 / 0.278
ΔE to the lowest compared entry with this formula, charge and spin in kJ/mol: 153.30
E_LUMO (spin up / spin down) in Eh: 0.0011 / -0.0001

ORCA input file:
```
! RIJCOSX wB97M-V def2-TZVPD def2/J DEFGRID3
* xyz 0 5
V -0.175 3.786 1.525
C 0.930 -0.150 0.665
C 0.327 0.774 -0.409
C -0.754 0.068 -1.178
O -0.015 2.035 0.081
H 1.266 -1.120 0.301
H 0.298 -0.317 1.537
H 1.842 0.327 1.027
H 1.091 0.845 -1.183
H -1.033 0.620 -2.075
H -1.679 -0.051 -0.614
H -0.361 -0.895 -1.504
C 0.074 -1.034 -4.497
C -0.302 -2.532 -4.624
O 0.891 -3.194 -4.737
H 0.431 -0.595 -5.429
H 0.927 -0.860 -3.840
H -0.753 -0.438 -4.111
H -1.026 -2.740 -5.412
H -0.774 -2.903 -3.714
H 0.704 -4.133 -4.805
C 3.851 -5.550 0.908
C 2.563 -4.711 0.915
O 1.858 -5.075 2.026
H 4.370 -5.353 -0.030
H 3.677 -6.625 0.874
H 4.527 -5.379 1.746
H 1.930 -4.943 0.059
H 2.790 -3.660 0.736
H 2.346 -4.730 2.777
C -0.227 4.476 -4.283
C 0.057 3.558 -3.091
O -1.146 3.132 -2.454
H 0.712 4.884 -4.658
H -0.932 5.269 -4.035
H -0.740 3.932 -5.076
H 0.720 4.045 -2.375
H 0.565 2.636 -3.373
H -0.872 2.588 -1.713
C -1.038 -4.386 -1.003
C -2.108 -3.558 -0.287
O -3.264 -4.310 -0.117
H -0.220 -3.697 -1.211
H -1.279 -4.839 -1.965
H -0.603 -5.119 -0.324
H -2.380 -2.724 -0.935
H -1.804 -3.219 0.703
H -3.976 -3.765 0.225
C 1.802 -1.954 3.959
C 2.005 -3.273 4.585
O 3.217 -3.845 4.238
H 2.565 -1.247 4.283
H 0.880 -1.530 4.357
H 1.738 -2.010 2.872
H 1.144 -3.933 4.482
H 2.042 -3.125 5.664
H 3.932 -3.259 4.497
C -2.953 6.375 -0.662
C -1.408 6.219 -0.793
O -1.071 4.975 -0.258
H -3.375 5.636 -1.343
H -3.236 7.372 -0.999
H -3.319 6.268 0.359
H -0.932 6.977 -0.171
H -1.092 6.361 -1.826
H -1.082 4.396 -1.024
C -4.304 1.870 -2.996
C -3.975 0.601 -3.705
O -4.932 0.416 -4.694
H -3.607 2.086 -2.187
H -5.333 1.912 -2.638
H -4.112 2.723 -3.646
H -4.082 -0.215 -2.990
H -2.963 0.564 -4.108
H -5.765 0.195 -4.272
C 4.690 -0.734 1.946
C 4.970 0.545 1.205
O 5.779 0.271 0.131
H 5.603 -1.132 2.389
H 4.353 -1.538 1.291
H 3.929 -0.603 2.715
H 5.530 1.306 1.749
H 4.000 0.920 0.877
H 6.105 1.087 -0.254
C -3.307 -1.797 3.078
C -2.125 -0.807 3.030
O -2.482 0.281 3.820
H -4.248 -1.491 2.622
H -3.595 -1.915 4.123
H -3.016 -2.786 2.724
H -1.924 -0.488 2.007
H -1.252 -1.362 3.370
H -2.366 0.083 4.752
C 0.201 2.384 5.054
C 0.882 1.772 3.842
O 1.279 2.806 3.020
H -0.624 3.035 4.764
H 0.970 2.925 5.606
H -0.104 1.583 5.727
H 0.170 1.188 3.258
H 1.804 1.243 4.085
H 2.132 3.084 3.361
C -3.784 2.214 0.972
C -3.284 3.097 2.110
O -1.991 2.637 2.401
H -4.069 1.208 1.280
H -2.994 2.063 0.236
H -4.584 2.667 0.387
H -3.893 3.275 2.996
H -3.065 4.084 1.704
H -2.095 1.799 2.858
C 3.033 -1.489 -2.125
C 3.589 -1.231 -3.518
O 3.700 -2.427 -4.270
H 2.929 -0.521 -1.635
H 3.705 -2.142 -1.569
H 2.089 -2.032 -2.163
H 4.534 -0.699 -3.411
H 2.954 -0.577 -4.116
H 2.801 -2.708 -4.454
*
```


Density functional theory data (ωB97M-V/def2-TZVPD) for 11 unconnected molecules or ions with the total composition C27H81N5O12 in a non-equilibrium geometry.

Summary:
SMILES: COC[C@H](C)N.COC[C@H](C)N.COC[C@H](C)N.COC[C@H](C)N.COC[C@H](C)N.OCCO.CO.CO.CO.CO.CO
HOMO-LUMO gap in hartree: 0.359
ΔE to the lowest compared entry with this formula, charge and spin in kJ/mol: 0.00
E_LUMO in Eh: 0.0164

ORCA input file:
```
! RIJCOSX wB97M-V def2-TZVPD def2/J DEFGRID3
* xyz 0 1
C 0.474 0.686 5.690
O -0.535 0.848 6.688
H 0.585 1.589 5.086
H 1.451 0.460 6.125
H 0.178 -0.164 5.081
H -0.286 1.568 7.271
C -2.744 -2.261 3.253
O -2.635 -3.591 2.760
H -2.883 -1.617 2.384
H -3.599 -2.158 3.922
H -1.839 -1.929 3.771
H -2.761 -4.220 3.475
C -3.441 0.839 4.729
O -3.230 -0.004 5.845
H -4.316 0.463 4.198
H -3.595 1.869 5.056
H -2.585 0.803 4.046
H -2.280 -0.058 5.994
C 0.152 4.826 1.248
O -0.732 5.942 1.352
H 0.019 4.143 2.083
H -0.029 4.276 0.320
H 1.200 5.148 1.281
H -0.373 6.653 0.816
C 4.350 -1.454 4.751
O 3.498 -0.395 5.153
H 4.739 -1.301 3.741
H 5.181 -1.538 5.450
H 3.821 -2.417 4.754
H 3.068 -0.042 4.361
C -2.832 2.932 1.821
C -3.307 1.773 0.932
C -4.715 1.969 0.413
O -4.721 3.113 -0.408
C -5.949 3.307 -1.068
N -2.329 1.627 -0.197
H -1.865 2.708 2.266
H -3.558 3.078 2.624
H -2.743 3.828 1.208
H -3.263 0.853 1.529
H -5.424 2.072 1.246
H -5.006 1.090 -0.185
H -6.024 2.658 -1.946
H -6.032 4.359 -1.327
H -6.791 3.077 -0.398
H -2.543 2.474 -0.732
H -2.679 0.883 -0.807
C 4.789 1.368 -1.178
C 3.295 1.220 -0.980
C 2.816 -0.198 -1.045
O 3.157 -0.705 -2.311
C 2.862 -2.073 -2.460
N 2.962 1.796 0.353
H 5.141 0.867 -2.078
H 5.287 0.852 -0.347
H 5.096 2.412 -1.160
H 2.732 1.843 -1.684
H 1.720 -0.236 -0.930
H 3.239 -0.774 -0.203
H 3.208 -2.422 -3.426
H 1.774 -2.270 -2.441
H 3.268 -2.631 -1.609
H 1.954 1.949 0.419
H 3.401 2.700 0.477
C -1.127 -2.015 -1.261
C -2.573 -2.084 -0.807
C -3.528 -1.704 -1.912
O -3.308 -0.337 -2.168
C -3.914 0.234 -3.276
N -2.849 -3.456 -0.330
H -0.914 -1.081 -1.795
H -0.871 -2.845 -1.915
H -0.468 -1.994 -0.388
H -2.706 -1.357 0.008
H -4.570 -1.909 -1.605
H -3.381 -2.320 -2.811
H -5.007 0.119 -3.322
H -3.505 -0.083 -4.247
H -3.725 1.313 -3.285
H -2.559 -3.447 0.650
H -3.864 -3.526 -0.216
C 0.230 1.959 -3.012
C -0.690 1.711 -4.191
C -1.488 2.946 -4.548
O -2.324 2.654 -5.640
C -2.921 3.809 -6.183
N 0.075 1.153 -5.316
H 0.825 1.086 -2.747
H -0.348 2.192 -2.109
H 0.908 2.796 -3.214
H -1.410 0.937 -3.906
H -0.829 3.807 -4.758
H -2.086 3.261 -3.670
H -2.163 4.510 -6.555
H -3.516 4.337 -5.425
H -3.563 3.506 -7.005
H -0.500 1.229 -6.153
H 0.868 1.768 -5.500
C 4.411 -5.144 -2.693
C 5.395 -4.773 -1.578
C 4.984 -5.431 -0.273
O 3.692 -5.053 0.111
C 3.698 -4.016 1.058
N 6.741 -5.222 -1.941
H 4.544 -4.486 -3.557
H 3.367 -5.129 -2.398
H 4.666 -6.143 -3.067
H 5.314 -3.676 -1.472
H 5.717 -5.209 0.515
H 4.997 -6.514 -0.436
H 2.681 -3.656 1.190
H 4.322 -3.174 0.726
H 4.100 -4.376 2.009
H 7.022 -4.768 -2.806
H 7.406 -4.876 -1.253
C 0.070 0.491 2.093
C 1.144 -0.538 2.246
O 2.418 0.039 2.508
O 0.168 1.156 0.833
H 0.145 1.247 2.882
H -0.928 0.036 2.176
H 1.190 -1.181 1.355
H 0.905 -1.221 3.070
H 2.607 0.660 1.756
H -0.751 1.324 0.500
*
```